[1]
10
Properties=species:S:1:pos:R:3:nbo_charge:R:1 method="wB97M-V/def2-TZVPD" homo_energy_ev=-8.96 fmax_ev_per_a=2.38
O 0.1675 -1.3369 -0.2185 -0.45
O -2.5480 0.8748 -0.1644 -0.43
C -0.9124 -0.8566 0.4605 -0.24
C -1.7717 0.0417 0.0752 0.66
C 1.0636 -0.3723 -0.4421 0.15
C 1.0631 0.9128 -0.1278 -0.54
H 1.9080 1.5175 -0.3924 0.22
H 0.2702 1.4041 0.4077 0.21
H -1.1557 -1.3958 1.3725 0.24
H 1.9154 -0.7895 -0.9708 0.19

=====

[2]
10
Properties=species:S:1:pos:R:3:nbo_charge:R:1 method="wB97M-V/def2-TZVPD" homo_energy_ev=-9.60 fmax_ev_per_a=0.67
O 0.0461 0.8547 1.7487 -0.68
O -1.6904 -1.9535 -1.5625 -0.48
C -0.9323 -1.0789 -1.2410 0.42
C 0.8672 0.5297 0.6634 -0.13
C -0.3407 0.1403 -1.7636 -0.21
C 0.1278 0.0434 -0.5427 0.02
H -0.5839 1.5325 1.4681 0.48
H -0.5191 -1.2454 -0.0595 0.14
H 1.5862 -0.2127 1.0177 0.22
H 1.4390 1.3900 0.2715 0.22

=====

[3]
10
Properties=species:S:1:pos:R:3:nbo_charge:R:1 method="wB97M-V/def2-TZVPD" homo_energy_ev=-10.29 fmax_ev_per_a=1.01
O -2.3096 0.4134 -0.9347 -0.48
O 0.8880 0.2644 1.9252 -0.70
C 0.0340 0.0160 -1.0129 -0.01
C -1.2362 0.4995 -1.4903 0.33
C 0.5783 -0.6476 0.9145 -0.05
C 1.1481 -0.1189 -0.4711 -0.10
H -0.5124 -0.7812 0.9114 0.17
H 1.0358 -1.6292 1.0557 0.20
H -1.0470 1.0108 -2.4465 0.15
H 1.4210 0.9727 1.5487 0.48

=====

[4]
10
Properties=species:S:1:pos:R:3:nbo_charge:R:1 method="wB97M-V/def2-TZVPD" homo_energy_ev=-9.63 fmax_ev_per_a=1.32
O 1.3272 -1.2772 2.1119 -0.51
O 1.6534 -0.0939 0.1385 -0.51
C 1.4281 -0.6817 1.1149 1.01
C -1.3915 -0.3725 0.3948 -0.50
C 0.0189 0.7332 -1.3973 -0.42
C -0.9528 0.2630 -0.6603 0.08
H -0.5784 -0.7289 1.0333 0.18
H -2.3803 -0.6225 0.7507 0.23
H 0.4388 1.7175 -1.2131 0.22
H 0.5487 0.1152 -2.1177 0.22

=====

[5]
10
Properties=species:S:1:pos:R:3:nbo_charge:R:1 method="wB97M-V/def2-TZVPD" homo_energy_ev=-9.52 fmax_ev_per_a=2.50
O -1.4809 -0.7992 -0.4283 -0.55
O 1.1706 -0.6169 0.0737 -0.45
C -0.7242 0.1561 -0.4379 0.50
C -0.4888 0.9270 0.8067 -0.45
C 0.3064 -0.1756 1.0399 0.25
C 0.6400 0.0316 -1.1134 -0.17
H 0.1113 -0.8572 1.8578 0.22
H 1.1830 0.9602 -1.3124 0.20
H -1.3408 1.0265 1.4708 0.23
H 0.6234 -0.6527 -1.9569 0.22

=====

[6]
11
Properties=species:S:1:pos:R:3:nbo_charge:R:1 method="wB97M-V/def2-TZVPD" homo_energy_ev="-7.60 / -5.21" fmax_ev_per_a=4.46
Pb 3.5843 3.5785 -1.9840 0.58
O 2.2547 -2.8742 2.0904 -0.56
O 3.6252 1.1087 -1.5232 -0.73
C 2.9494 0.5424 -0.6785 0.32
C 2.1410 -2.8571 0.8413 0.28
C 2.1585 -1.4671 0.4153 -0.30
C 2.7952 -0.9163 -0.6228 -0.34
H 3.3805 -1.5126 -1.3292 0.22
H 2.3050 1.1280 0.0090 0.13
H 2.3217 -1.1284 1.6416 0.25
H 1.3848 -3.4968 0.3495 0.15

=====

Calculated energy above the lowest of the compared OMol25 structures with the same formula, charge and spin in order - 49.4; 122.8; 96.6; 31.9; 79.7; 44.3 kcal per mole